A cluster of 13 separate species, C54H107O44P5 in total at a distorted geometry. Source: OMol25; level of theory: ωB97M-V with the def2-TZVPD basis set.

```
210
Properties=species:S:1:pos:R:3:forces:R:3
C -3.23947 -7.28765 6.18533 0.5311 0.6657 -0.1520
O -1.82733 -4.84524 3.94291 -1.4216 -0.6675 1.9003
C 1.47407 4.70911 -6.30119 -0.5215 -0.6842 -0.2851
H 8.61192 -1.37514 -4.24028 0.2523 0.0983 -0.1195
O 4.77924 3.10540 4.61598 0.1753 -0.1561 -0.0431
H 6.76414 5.55424 -1.88868 0.1170 0.4344 -0.5116
H 3.71938 -1.81408 3.99947 0.1292 -0.0625 -0.3089
C -5.20710 1.74177 0.41443 -0.1220 -0.1311 -0.2237
H -1.84151 -0.19962 -4.56159 -0.0787 0.1694 0.3417
H 0.86751 4.06446 -6.93727 -0.2889 0.1028 -0.1847
C -4.26370 -3.16599 6.48985 -0.4992 1.6599 1.0503
O 2.06260 2.68376 0.33757 0.0989 -0.0379 -1.0778
H 0.99388 5.50558 0.91877 -0.2648 0.1378 -0.0371
C -3.43008 5.14666 1.24249 -0.2369 0.1145 -0.8171
H 5.10454 0.85243 -3.08452 -0.0699 0.0039 -0.3243
C 7.43208 0.93197 7.81809 0.0997 1.0627 -0.6096
H -3.25468 -6.92592 -3.81462 0.2027 0.1960 0.5116
C 0.15080 -4.88183 -3.62378 0.4829 -0.4526 1.1490
O -1.14606 -1.25504 -2.14577 0.5373 1.8587 -0.0057
O 5.95281 -5.12355 0.03648 0.4560 -1.1438 2.7503
H -3.16040 -1.79043 -0.21082 -0.3636 0.0230 0.0542
C -0.22557 -3.84954 2.52313 -0.4554 -0.0269 -0.3822
H -1.29436 -2.88244 4.01590 -0.6610 0.4250 -0.0892
H -9.08654 6.99429 0.33392 0.5201 -0.0749 -0.2242
C 6.26076 2.37816 -4.05376 -0.3943 0.8222 -0.4185
O 5.83222 -1.24124 -4.71288 -0.7491 0.4832 0.2048
H -3.09997 4.10791 1.25364 0.1465 0.0405 -0.1614
O 7.18764 -2.59579 -3.57919 -2.3446 -0.7050 1.4924
C 0.61408 4.56722 0.51463 0.2921 -0.6119 1.6192
C -1.71982 1.24225 1.52122 1.6498 -0.5282 -1.0512
H -0.03773 -3.02498 1.83546 -0.0782 -0.0767 -0.0600
O -6.87326 -2.07201 -5.76347 -1.4098 -0.4626 -1.8373
C -3.49873 -1.47931 -1.19917 1.6591 -0.1617 -0.7683
C 5.14299 6.19980 -3.30338 0.6613 0.5319 1.0151
H -2.77447 5.76450 0.62883 0.1048 -0.2263 -0.1242
O 0.37078 -2.05162 -5.37772 0.5427 0.4541 0.2109
H 6.21907 -0.89850 5.46152 -0.0694 0.5981 0.2670
H 2.97691 0.22106 0.09037 0.2393 0.2508 -0.1831
H -7.58217 -3.50665 -4.47741 0.0101 0.0232 -0.0742
O -0.33046 -3.68019 -4.14155 -2.7997 -0.8958 1.3124
C -10.11325 5.12625 0.41061 1.6000 0.9121 0.1011
H 8.55474 -2.95089 -5.05323 -0.2258 0.0305 -0.0871
H -4.35830 -1.07207 5.83095 0.0120 -0.2130 -0.2329
H 5.33439 7.27269 -3.32227 0.2487 0.0569 -0.1635
H -4.00626 -3.60094 7.45558 0.6140 -0.6811 -0.3263
C 4.42154 -1.89128 4.82959 -0.8140 0.5956 -0.2920
H -4.27928 -6.55998 8.04446 0.7580 0.3685 -0.2905
H -4.69986 -1.23383 7.51944 -0.2133 -0.4532 0.1751
H 5.29972 4.79562 -1.48984 -0.5249 -0.1431 -0.5484
C -6.08911 -2.17917 -3.75938 0.2630 0.1748 3.6241
H 5.73785 -4.76977 -3.07182 0.2039 -0.6338 -0.1988
H 3.74617 -1.84352 5.68382 0.4804 -0.1321 0.4253
H -5.33027 -2.72049 -3.19437 0.0544 0.5718 0.3166
H -2.73290 -1.79896 -3.26935 -0.0364 0.1930 0.0505
O -5.56732 -1.06100 -4.40565 2.0030 1.2458 0.9355
H 2.76674 3.02315 -5.65866 -0.1389 0.1128 0.2623
O 1.12075 4.36490 -0.72768 0.6231 0.3666 -3.6152
O 6.74631 1.74411 5.68038 0.0436 0.1852 -2.3216
O -1.62691 2.23538 4.82546 -4.2937 1.6013 0.6142
C 5.66244 -4.31016 -1.03261 -1.7611 1.6732 -0.0230
H 4.65938 1.51838 1.93410 -0.1807 0.3561 -0.5357
O 6.35968 -6.26305 -1.73894 2.4832 -2.4857 -0.1260
P -0.11355 -1.47738 -0.97826 1.1890 1.3724 1.4917
C -5.34650 -6.52642 -3.40459 -0.0192 -1.6277 -2.2263
H -0.08885 -5.67430 -4.33276 -0.2872 -0.1968 0.3664
C -4.11094 -1.66633 6.71060 0.2873 0.5738 -0.0818
H 6.52006 1.65542 -4.82739 0.0083 0.2979 -0.4142
O 4.72216 0.53706 4.84387 0.9346 0.3356 -0.0760
H 6.29173 2.77762 7.39374 -0.2847 -0.1212 -0.0466
H -1.31527 0.99461 -0.69929 -0.3482 -0.1066 0.1031
P -2.46233 -4.79481 5.43330 -0.1579 0.1450 -0.1391
H 2.96064 -1.45096 0.50780 0.0464 -0.0421 0.3381
H 3.08449 -0.72886 -2.32826 -0.8830 -0.0205 -0.4882
H -3.31745 -8.14154 5.51236 -0.0696 0.0564 0.0707
C -4.92509 3.25362 4.66568 -1.7158 2.0124 0.7360
H -1.75194 2.32945 1.45021 -0.4242 0.0253 -0.2946
H -4.48289 2.55232 0.33305 -0.1750 0.2283 0.6314
C -6.39166 1.94959 1.38451 -0.1604 -0.2393 -0.8671
O -1.48936 -4.66200 6.56449 -1.4729 -0.9480 -1.4573
P 5.27674 4.51375 -5.37832 -0.1616 0.1591 -1.1941
O -4.37180 -5.22476 -0.38697 -0.6721 -1.7529 -4.9092
C -1.98284 0.88024 -4.60662 -1.8611 0.3271 0.2094
C 6.36481 1.75306 7.02899 0.7749 -1.3302 2.3603
O -1.88754 3.13371 -1.96143 0.5337 -1.5070 -1.6974
H 5.45331 2.13249 -2.01490 0.5523 0.2313 0.0858
H -2.70438 0.81149 1.70340 0.1536 0.0315 -0.2983
C -4.46848 3.85810 5.95900 -0.8061 1.3235 0.5373
O -5.43962 -6.44646 -2.05271 -0.0788 0.4171 2.8152
H -0.85941 2.08218 -5.83089 0.8612 0.7341 0.2988
C 5.88523 1.57468 -2.84579 -0.4570 -0.3522 0.0549
C 6.88448 -1.56409 -5.54993 2.1042 -0.8105 -1.7809
C 3.26499 -0.76255 -0.28059 0.3219 0.5575 2.5753
H 4.52587 -5.78520 -2.20148 -0.4748 0.6377 -0.0268
O -3.48554 -6.10338 5.33936 1.7226 1.3409 0.8248
C 5.41375 -0.74369 4.74346 -0.5354 -0.4525 -0.6780
C 7.95025 -2.14948 -4.62845 1.1133 1.2116 -0.9070
H 6.18389 1.10326 1.12068 -0.0101 -0.1989 0.2468
C -1.53794 -3.63734 3.26831 1.8252 0.7612 0.0049
H 6.97990 3.46440 1.10967 -0.0460 -0.2291 -0.1943
C 5.48654 -5.27406 -2.13874 -0.4834 0.5077 -0.8101
H 5.34937 3.30198 0.33000 0.1578 0.1696 -0.1030
O 0.19394 -2.87335 -0.67568 -0.0191 -0.4288 -0.1782
H 4.69494 -3.83722 -0.86414 0.4501 0.6293 0.2882
O 7.42229 -6.89730 0.24262 -3.4026 2.5350 -2.6594
O -3.92904 2.36569 4.40490 2.6632 -2.5885 -1.0874
C -4.28935 -7.30265 7.24669 -2.0056 0.0314 0.5151
O 1.20691 -0.58015 -1.39638 -2.9189 -0.6384 -0.0661
C 5.92473 3.23166 1.25309 -0.5383 -0.6327 1.0500
O 5.14107 3.19769 -4.47427 -0.0971 0.0063 -0.2783
H 4.07084 6.15143 -3.49373 0.0001 -0.7097 0.3763
H -0.47517 4.53324 0.49281 0.0395 0.0940 0.0300
C -6.21701 -0.92274 -5.51453 0.1741 1.4001 -4.9693
H 1.52618 5.68858 -6.77663 0.5208 -0.1535 -0.2481
C -4.89026 5.20558 0.73448 1.7738 0.7726 -0.0223
H -4.67998 4.91737 6.10501 0.0504 0.0579 -0.4796
H -5.40523 -7.57268 -3.70458 -0.4634 -0.0644 -0.0243
C 1.95567 3.33319 -0.84127 2.4949 -0.3747 -2.8611
H -10.09131 4.18971 0.96784 -0.6325 0.1521 0.0608
O -5.58470 4.78903 1.87431 -1.5768 -0.4400 1.0703
H -5.22967 -7.11195 6.72944 -0.1728 0.1962 -0.1696
H -6.16554 -5.99086 -3.88461 0.1754 0.3193 -0.1067
C -0.75514 1.66212 -4.83051 1.7488 -2.3472 -1.1827
H 0.05465 0.94392 -4.70197 0.5209 0.2522 -0.9670
O 6.29945 1.56658 3.11544 0.4842 0.5945 1.6875
H -4.61383 0.85699 0.64531 -0.2373 -0.0995 0.3290
P -7.13448 4.44951 1.86018 -0.6739 -0.9499 1.1919
O -3.66769 -5.24585 -2.53849 1.1889 -0.2870 -1.9044
C 1.64726 -4.65564 -3.57404 0.8619 -0.3816 -0.8684
H 2.15827 -5.52348 -3.99096 0.2140 -0.0301 0.3779
H -2.72404 1.15098 -5.35857 -0.2458 -0.4394 0.0799
H -4.96797 4.03297 3.90482 -0.2308 -0.3224 -0.2185
H -1.99896 -2.95901 -2.18714 -1.2962 -0.5447 0.3878
O -0.73995 -0.71971 0.35368 0.5010 -1.5058 -1.9255
H -3.06826 -1.46180 6.95367 0.0669 0.0219 -0.0582
H -2.36020 -3.36021 2.60863 -0.0023 0.0309 0.1576
H 4.35144 -0.83132 -0.33534 -0.0501 0.0107 -0.4413
H 6.58360 -2.38222 -6.20431 -0.2698 0.3324 -0.4641
O 6.01134 4.37091 -6.67698 -0.7748 0.1565 2.2569
H -5.08490 4.59032 -0.14397 0.1007 -0.3363 0.1500
H 6.50924 -3.62891 -1.11579 -0.3690 0.2860 -0.5781
C 5.95388 -1.99059 -3.64503 -1.7517 -0.5084 4.3439
H -9.90385 4.92304 -0.63961 0.1503 -0.1635 0.0064
H -1.09460 1.08681 2.40044 -0.1547 -0.3489 0.1292
O -0.60738 2.50540 -3.76045 -0.1571 2.4555 1.4437
H -4.98975 3.40295 6.80115 0.8885 -0.6599 0.3903
H 5.50435 1.12163 7.25038 -0.8309 0.7851 -0.6205
H -3.34848 5.50329 2.26926 -0.3017 0.1765 -0.0554
O -3.43045 -3.47026 5.37859 0.3456 -2.1380 -0.2518
H -6.08267 1.99520 2.42880 0.0745 0.2635 -0.0408
O -6.15013 -0.03656 -6.36744 -0.2119 -1.7351 2.8526
H 8.40620 1.35384 7.57071 0.2174 -0.4468 -0.1105
C -4.47606 -5.62084 -1.58318 -0.3824 1.4963 6.0477
C 0.58856 -3.00315 -4.68946 2.9502 1.5390 -2.6439
H 7.27957 -0.70582 -6.09343 -0.4815 -0.0343 -0.0727
O -3.06108 3.71639 5.87148 0.9175 -0.4803 0.7693
H -5.31898 -3.40174 6.35235 0.0846 -0.3390 -0.6973
C -2.40218 -1.94779 -2.24145 -0.4024 -0.4889 0.3616
O 5.88744 5.67014 -4.40703 -0.8459 -1.3415 -1.3329
O 5.11392 -2.07412 -2.73637 2.3815 -0.0052 -2.7967
C 5.68704 5.71799 -1.92263 -0.5691 -0.1518 -0.0808
C -3.93952 -6.08522 -3.70370 -0.2641 1.1570 -0.4697
H 2.55399 -2.20349 -1.45721 -0.6420 -0.1208 -0.8961
H 5.45331 6.48600 -1.18532 0.0387 0.1243 -0.0044
P 5.59689 1.89492 4.56136 -0.5551 -1.7373 -0.9689
H -5.88745 2.76916 4.83075 0.0724 -0.0848 -0.5440
H 6.76268 0.97345 -2.60762 0.0753 0.1235 0.5729
H 5.84592 -0.81359 3.74525 0.2857 0.2128 0.0285
O -7.73702 4.28632 3.23671 1.1164 0.6232 -2.6290
H -9.16845 6.46873 1.95838 -0.4206 -0.4831 0.1580
H -5.19504 6.21186 0.44709 0.0447 0.1462 0.2305
H 5.53624 3.93968 1.98512 -0.1249 0.1192 -0.1167
H -5.50480 1.61719 -0.62670 -0.5694 -0.1114 0.0457
H -6.86153 -1.72698 -3.13730 -0.0765 -0.6585 0.6156
H 0.62282 -3.91108 3.20472 -0.1434 -0.1617 0.1193
O 1.84799 -3.60068 -4.53499 -1.6246 0.6963 0.5161
C -0.90413 0.68867 0.26271 -0.4283 1.1668 1.4772
C 1.25116 3.36085 1.23441 -1.7302 1.1397 2.6767
H -0.31980 -4.77497 1.95499 0.2692 0.0306 -0.1521
H 0.40000 2.77612 1.58330 0.6154 -0.5752 0.2377
O -7.66089 5.61810 0.89390 -0.2859 -1.1142 0.2351
H -5.93932 -3.82527 -5.05050 0.0498 0.0876 -0.6931
C 6.62723 -6.17912 -0.41136 2.8936 -2.0713 1.5456
O 2.62271 3.08086 -1.85435 -2.0718 0.4630 2.9620
H -0.24571 -4.95645 -2.61120 -0.2418 -0.6153 -0.2012
C 2.81931 3.97312 -6.19051 -1.3377 0.6790 -0.3734
C -2.76152 2.71133 5.02559 2.4648 -0.8946 -0.6673
H -4.55603 -8.21082 7.78725 0.8671 -0.5628 -0.2998
H -3.54977 -0.39139 -1.24330 0.1901 0.0997 0.0315
C -6.64297 -3.03994 -4.77442 -0.8164 -0.6718 -0.7919
H -3.90836 -5.49182 -4.61748 0.3225 0.1969 0.2054
H 3.12254 3.75676 -7.21489 0.4166 0.0639 -0.0241
H -7.18122 1.20239 1.30471 0.7069 -0.7418 0.0416
C 5.70077 1.80923 1.79619 0.1757 0.2519 0.7068
H -4.51302 -1.81506 -1.41505 0.3046 -0.4379 -0.0249
H 7.35113 1.00232 8.90280 -0.4418 0.1195 -0.0476
H 2.05554 -4.37415 -2.60338 -0.1934 0.0686 -0.0078
H -2.22130 -7.23358 6.57067 -0.0231 -0.0224 0.0400
H 0.86992 4.89066 -5.41230 0.5232 -0.3955 0.4853
C -1.67402 2.42121 -2.93262 0.2790 1.4409 0.8377
H 7.07769 3.08837 -3.92603 0.3521 -0.3808 0.3625
O -2.45104 1.45311 -3.37289 -1.5478 -1.1486 0.7520
H 7.32066 -0.11325 7.52968 0.3898 0.0527 -0.0332
C 2.51301 -1.11459 -1.48404 1.2396 -0.7788 -0.4806
O -7.19092 3.08387 0.98087 -0.0078 2.0596 0.3517
H 1.82920 3.75225 2.07153 0.1261 -0.5550 0.1173
H 0.11355 1.07551 0.31564 -0.0946 0.4236 -0.0262
H -11.01652 5.73626 0.40092 -0.3667 -0.5880 0.4605
H 4.93548 -2.84856 4.74256 -0.0219 0.0465 0.2350
O 3.69454 4.87687 -5.55992 2.5590 0.3285 0.9992
C -9.02352 6.09398 0.94514 -0.6022 0.2371 -0.0974
```
Positions in Å, forces in eV/Å.

Its relative energy (zero: lowest compared OMol25 entry of this formula, charge and spin) is 0.0 kJ/mol. The HOMO-LUMO gap comes out at 10.00 eV. Its LUMO energy is -0.1174 eV. The largest force on an atom comes out at 0.121 Eh/bohr. The HOMO energy is -0.372 hartree.